1.
Below is a molecular structure, C22H35CdClO2P2 in a non-equilibrium geometry, with properties calculated with ωB97M-V with the def2-TZVPD basis set.

The geometry in XYZ format:
```
63
Properties=species:S:1:pos:R:3:mulliken_charge:R:1
P -0.5137 -1.7260 -4.2690 1.09
P 0.3129 1.7294 -5.0425 2.16
C -1.2951 -0.6451 -5.5358 -1.36
C -0.3542 0.3838 -6.1461 -1.44
H -2.2122 -0.1923 -5.1254 0.41
H -1.6319 -1.3338 -6.3276 0.71
H 0.5270 -0.1060 -6.5905 0.34
H -0.8807 0.8725 -6.9761 0.64
C -0.6085 3.0558 -6.1352 -2.18
H -0.5126 4.0508 -5.6807 0.45
H -1.6735 2.7976 -6.2338 0.50
H -0.1712 3.0840 -7.1427 0.48
C 1.8616 2.4308 -5.8689 -2.05
H 1.7311 2.3572 -6.9543 0.51
H 2.8007 1.9137 -5.6175 0.44
H 1.9689 3.4849 -5.5747 0.35
C -1.8473 -2.7587 -3.6218 -1.58
H -1.5350 -3.3264 -2.7282 0.43
H -2.1204 -3.4910 -4.3985 0.46
H -2.7491 -2.1624 -3.4028 0.45
C 0.5982 -2.7764 -5.2212 -1.41
H 1.3949 -2.2003 -5.7152 0.35
H 0.0282 -3.3132 -5.9971 0.44
H 1.0556 -3.5176 -4.5530 0.43
Cd -1.2463 -1.7618 -0.7501 0.93
C 0.4571 2.9439 -3.1347 -1.61
C -0.7444 2.3306 -3.6248 0.27
C -1.4025 1.2195 -2.8987 -1.56
C -0.3919 0.1438 -2.5204 -0.13
C 0.6636 -0.4237 -3.5559 -1.00
C 1.5447 0.6001 -4.2280 -0.22
C 2.3551 1.2948 -3.1067 -1.02
C 1.5603 2.3791 -2.3413 -0.37
C -0.2279 -3.5242 -0.0890 -1.37
H 0.5253 4.0147 -3.3733 0.32
H -1.4935 3.0405 -4.0028 0.91
H -2.2626 0.8273 -3.4676 0.33
H -1.8752 1.5736 -1.9667 0.44
H 0.1446 0.4310 -1.6090 0.13
H -1.1625 -0.6669 -2.2780 0.02
H 1.3388 -1.0991 -3.0022 0.94
H 2.2282 0.1126 -4.9427 0.89
H 3.2733 1.7449 -3.5069 0.36
H 2.6627 0.5452 -2.3694 0.40
H 1.2581 2.0534 -1.3303 -0.05
H 2.2532 3.2111 -2.1309 0.48
H 0.0878 -3.4104 0.9614 0.28
H 0.6596 -3.7451 -0.6943 0.34
H -0.9407 -4.3569 -0.1464 0.36
Cl -0.2870 3.7493 6.0151 -0.21
C -0.4734 2.7961 4.6055 0.35
C -1.6134 1.9950 4.4394 -0.56
C -1.6890 1.1090 3.3610 -0.27
C -0.6552 1.0419 2.4223 0.06
C 0.4439 1.8973 2.5535 -0.23
C 0.5338 2.7903 3.6267 -0.63
C -0.7293 0.0760 1.2650 1.02
O -1.7527 -0.7085 1.2110 -0.95
O 0.2071 0.0714 0.4054 -0.76
H -2.4255 2.0568 5.1594 0.39
H -2.5550 0.4604 3.2455 0.35
H 1.2357 1.8585 1.8089 0.33
H 1.3820 3.4641 3.7140 0.39
```

Results
- lowest unoccupied orbital energy (eV) = -1.0
- total charge = 0
- energy relative to the best compared isomer or geometry (same formula, charge and spin) (eV) = 3.5855
- HOMO-LUMO gap (eV) = 3.269
- energy (eV) = -63132.8676

2.
Below is a molecular structure, C22H35Cl2N11Rb, with properties calculated with ωB97M-V with the def2-TZVPD basis set.

The geometry in XYZ format:
```
71
Properties=species:S:1:pos:R:3:mulliken_charge:R:1
Rb 0.0654 -0.3403 -0.0285 0.45
C -0.8384 2.7273 1.9088 -0.73
C 0.2916 2.3572 2.8679 -0.76
N 1.1040 1.2224 2.4286 0.05
C 1.2771 0.1556 3.4185 -0.84
C -0.0326 -0.5096 3.8471 -0.88
N -0.8759 -0.9152 2.7321 0.11
C -2.2694 -0.5060 2.7725 -0.84
C -2.4471 1.0108 2.6883 -0.79
N -1.7263 1.6165 1.5656 0.05
H -1.3785 3.5716 2.3641 0.33
H -0.4020 3.0954 0.9752 0.25
H 0.9042 3.2543 3.0004 0.48
H -0.1234 2.1483 3.8558 0.20
H 2.0193 1.5527 2.1542 0.25
H 1.9291 -0.5995 2.9728 0.36
H 1.7727 0.5119 4.3341 0.32
H 0.2333 -1.3598 4.4834 0.44
H -0.5935 0.1683 4.4949 0.32
H -0.7889 -1.9059 2.5535 0.28
H -2.7683 -0.9647 1.9135 0.30
H -2.8030 -0.8529 3.6712 0.32
H -3.5198 1.2163 2.6265 0.47
H -2.1205 1.4707 3.6238 0.25
H -2.3868 1.9424 0.8730 0.25
Cl -1.1684 1.4251 -2.4043 -0.01
C 0.2071 2.5296 -2.5451 -0.46
Cl 1.5727 2.0863 -1.5025 -0.11
H -0.1164 3.5218 -2.2560 0.34
H 0.5478 2.5040 -3.5727 0.36
N 4.2254 -4.1248 -3.0760 -0.61
C 3.4806 -2.8984 -3.4235 -0.70
C 2.5868 -2.4592 -2.2682 -0.48
N 1.7538 -1.2908 -2.5418 -0.22
H 4.9729 -4.2873 -3.7420 0.24
H 3.6083 -4.9297 -3.1430 0.25
H 4.8183 -4.1106 -1.4731 0.53
H 2.8877 -3.0377 -4.3329 0.36
H 4.2092 -2.1103 -3.6224 0.37
H 3.2216 -2.2226 -1.4077 0.19
H 1.9362 -3.2833 -1.9601 0.29
H 1.0704 -1.4752 -3.2672 0.20
H 2.3255 -0.5102 -2.8434 0.24
C -2.6437 -4.0553 -2.2037 -0.84
C -1.8072 -3.1679 -1.5460 -0.44
N -2.1309 -1.8942 -1.3246 0.30
C -3.3206 -1.4761 -1.7496 -0.55
C -4.2219 -2.2735 -2.4436 0.22
C -3.8655 -3.5980 -2.6632 -0.04
C -5.5217 -1.7228 -2.8836 -0.91
C -5.9649 -1.6318 -4.1345 -0.60
C -5.2250 -1.9593 -5.3662 0.89
C -5.9143 -2.1847 -6.5522 -0.62
C -5.1643 -2.4752 -7.6773 -0.16
N -3.8354 -2.5303 -7.6513 -0.57
C -3.2741 -2.2848 -6.4726 -0.16
N -3.8885 -2.0026 -5.3325 -0.33
H -2.3420 -5.0837 -2.3470 0.44
H -0.8434 -3.4919 -1.1640 0.41
H -3.5693 -0.4387 -1.5443 0.52
H -4.5434 -4.2582 -3.1895 0.50
H -6.1810 -1.3777 -2.0930 0.45
H -6.9739 -1.2668 -4.2903 0.34
H -6.9937 -2.1387 -6.5926 0.38
H -5.6402 -2.6676 -8.6319 0.40
H -2.1903 -2.3162 -6.4401 0.41
N 4.8852 -4.0745 -0.3825 -0.47
C 3.9726 -4.2949 0.3367 0.63
N 3.0570 -4.5554 1.1675 -0.61
C 2.0482 -3.6824 1.1841 0.30
N 1.1468 -2.9617 1.1949 -0.32
```

Results
- lowest unoccupied orbital energy (eV) = -2.1
- total charge = +1
- energy relative to the best compared isomer or geometry (same formula, charge and spin) (eV) = 0.3609
- HOMO-LUMO gap (eV) = 8.852
- energy (eV) = -65467.9197

3.
Below is 5 unconnected molecules or ions with the total composition C22H35FNO13 in a non-equilibrium geometry, with properties calculated with ωB97M-V with the def2-TZVPD basis set.

The geometry in XYZ format:
```
72
Properties=species:S:1:pos:R:3:mulliken_charge:R:1
O 1.3179 1.8575 3.5032 -0.52
C 0.3826 1.4609 4.1125 0.57
F 0.6225 0.8420 5.2792 -0.31
C -1.0567 1.5159 3.6488 -0.45
N -1.5909 0.2387 3.2881 -0.86
C -0.7178 -0.4035 2.3550 0.18
C -1.4814 -1.4326 1.4881 -0.89
C -0.6063 -1.7967 0.3150 0.43
C -0.8121 -1.2270 -0.9397 -0.52
C 0.0555 -1.5423 -1.9787 -0.26
C 1.1160 -2.4134 -1.7582 -0.56
C 1.3154 -3.0011 -0.5148 -0.63
C 0.4490 -2.6899 0.5265 -0.35
H -1.6489 1.9732 4.4460 0.40
H -1.0587 2.2117 2.7862 0.17
H 0.0913 -0.9831 2.8521 -0.24
H -0.2591 0.3075 1.6385 0.23
H -2.3911 -0.9449 1.1518 0.32
H -1.6658 -2.3350 2.0649 0.27
H -1.6406 -0.5487 -1.0632 0.38
H -0.0466 -1.1102 -2.9638 0.44
H 1.8011 -2.6667 -2.5557 0.36
H 2.1398 -3.6734 -0.3274 0.39
H 0.5743 -3.1210 1.5073 0.45
C 0.9874 -2.9321 5.6347 -0.54
O 1.3258 -4.3291 5.6388 -0.36
C 0.5953 -5.0788 4.8223 0.83
O -0.2928 -4.7039 4.1067 -0.53
O 1.0218 -6.3462 4.9293 -0.36
C 0.3161 -7.2605 4.0938 -0.62
H 1.6648 -2.4573 6.3380 0.25
H 1.1333 -2.4972 4.6485 0.20
H -0.0380 -2.7772 5.9613 0.31
H 0.4365 -6.9963 3.0446 0.29
H -0.7412 -7.2825 4.3526 0.29
H 0.7523 -8.2400 4.2722 0.21
C 1.5796 2.0937 -3.4929 -0.73
O 0.5823 1.6100 -4.4028 -0.20
C 0.8514 1.8548 -5.6803 0.71
O 1.8165 2.4345 -6.1062 -0.56
O -0.1308 1.3408 -6.4258 -0.21
C 0.0356 1.5360 -7.8291 -0.71
H 1.2532 1.8327 -2.4906 0.23
H 2.5358 1.6130 -3.6879 0.32
H 1.6769 3.1744 -3.5704 0.33
H 0.9472 1.0556 -8.1792 0.30
H 0.0539 2.5972 -8.0709 0.32
H -0.8229 1.0719 -8.3066 0.21
C 1.9275 4.2799 2.0664 -0.69
O 2.8476 5.1775 1.4016 -0.32
C 3.9140 5.5101 2.1072 0.76
O 4.1829 5.1571 3.2252 -0.54
O 4.6700 6.3315 1.3577 -0.33
C 5.8607 6.7679 2.0049 -0.64
H 1.1127 4.1065 1.3703 0.29
H 2.4026 3.3397 2.2994 0.38
H 1.5376 4.7417 2.9703 0.30
H 6.5009 5.9215 2.2486 0.29
H 5.6266 7.3288 2.9085 0.29
H 6.3743 7.4172 1.3003 0.21
C -6.8690 -1.7619 -2.9695 -0.61
O -6.2155 -0.9853 -3.9744 -0.35
C -4.9551 -0.6621 -3.6676 0.75
O -4.3777 -0.9640 -2.6599 -0.51
O -4.4494 0.0613 -4.6660 -0.33
C -3.0988 0.4818 -4.4320 -0.45
H -7.8735 -1.9556 -3.3360 0.21
H -6.3507 -2.7065 -2.8155 0.29
H -6.9246 -1.2109 -2.0328 0.29
H -2.4410 -0.3781 -4.3251 0.25
H -3.0407 1.1098 -3.5453 0.32
H -2.7908 1.0606 -5.2978 0.14
```

Results
- lowest unoccupied orbital energy (eV) = 2.2
- total charge = -1
- HOMO-LUMO gap (eV) = 4.529
- energy (eV) = -54206.9327

4.
Below is a molecular structure, C22H35N2O3PPtS2, with properties calculated with ωB97M-V with the def2-TZVPD basis set.

The geometry in XYZ format:
```
66
Properties=species:S:1:pos:R:3:mulliken_charge:R:1
Pt -0.5247 -0.5517 0.4383 0.16
N -2.2395 -1.1122 -1.1580 -0.51
C -2.1892 -2.1218 -1.7341 0.09
N -1.8036 -3.3219 -2.1743 0.54
C -2.3726 -3.8500 -3.4059 -0.94
C -1.4178 -4.8759 -3.9932 -0.16
C -1.1129 -5.9695 -2.9734 -0.92
C -0.5448 -5.3551 -1.6966 -0.16
C -1.4773 -4.2974 -1.1306 -0.80
H -2.5270 -3.0144 -4.0869 0.45
H -3.3528 -4.3126 -3.2014 0.35
H -0.4926 -4.3600 -4.2663 -0.02
H -1.8510 -5.2963 -4.9053 0.36
H -0.4112 -6.6959 -3.3914 0.36
H -2.0360 -6.5156 -2.7364 0.35
H 0.4144 -4.8817 -1.9147 0.00
H -0.3755 -6.1222 -0.9356 0.36
H -1.0066 -3.7461 -0.3153 0.22
H -2.4026 -4.7597 -0.7499 0.39
C -1.4625 1.4579 2.8432 -0.19
O -0.9065 0.2544 3.3220 -0.35
C -0.1577 -0.4843 2.3960 0.17
C 0.5008 -1.6100 3.1249 -0.97
H -2.4555 1.5804 3.2851 0.21
H -1.5511 1.4682 1.7511 -0.10
H -0.8333 2.3077 3.1335 0.19
H 0.8687 -1.2851 4.1078 0.35
H 1.3365 -1.9928 2.5386 0.29
H -0.1781 -2.4643 3.3088 0.17
C 0.8670 -1.3355 -0.6437 -2.12
C 1.2099 -1.7736 -1.9344 1.60
C 0.5802 -1.2162 -3.0928 -0.45
C 0.8792 -1.6664 -4.3608 -0.43
C 1.8271 -2.6781 -4.5715 -0.59
C 2.4790 -3.2192 -3.4589 -0.09
C 2.1881 -2.7836 -2.1811 -0.72
H -0.1452 -0.4239 -2.9446 0.52
H 0.3756 -1.2143 -5.2095 0.38
H 2.0612 -3.0210 -5.5725 0.36
H 3.2275 -3.9947 -3.5972 0.33
H 2.7043 -3.2117 -1.3280 0.37
C -3.1085 6.5864 0.9394 -1.26
C -1.8609 5.8576 0.4613 0.60
C -1.4556 4.7494 1.4183 -1.25
O -2.0527 5.4757 -0.9042 -0.44
P -2.5483 4.0416 -1.4844 0.47
S -3.2344 4.4003 -3.3028 -0.63
S -1.2446 2.6139 -1.2013 -0.45
O -3.8148 3.8568 -0.4560 -0.15
C -4.8400 2.8878 -0.6790 0.36
C -4.4820 1.5508 -0.0595 -0.71
C -6.1068 3.4778 -0.0865 -1.67
H -2.9350 7.0249 1.9269 0.44
H -3.9443 5.8891 1.0021 0.11
H -3.3766 7.3794 0.2397 0.33
H -1.0348 6.5760 0.4137 0.34
H -2.2478 4.0098 1.5332 0.10
H -1.2568 5.2071 2.3932 0.51
H -0.5678 4.2221 1.0768 0.35
H -4.9700 2.7806 -1.7612 0.32
H -4.3903 1.6460 1.0271 0.14
H -3.5359 1.1706 -0.4396 -0.07
H -5.2647 0.8180 -0.2780 0.44
H -5.9926 3.6166 0.9922 0.31
H -6.9575 2.8121 -0.2566 0.44
H -6.3221 4.4461 -0.5409 0.37
```

Results
- lowest unoccupied orbital energy (alpha / beta) (eV) = 4.4 / 4.4
- spin multiplicity = 5
- total charge = -2
- energy relative to the best compared isomer or geometry (same formula, charge and spin) (eV) = 0.0000
- HOMO-LUMO gap (alpha / beta) (eV) = 3.739 / 5.960
- expectation value of S² = 6.058
- energy (eV) = -66707.6161